1.
Below is 2 unconnected molecules or ions with the total composition C4H4BrNO3 at a distorted geometry, with properties calculated with ωB97M-V/def2-TZVPD.

Structure (XYZ):
```
13
Properties=species:S:1:pos:R:3
C -3.022 -1.865 0.220
C -0.903 -0.031 -1.008
C 0.584 -0.127 0.793
C -2.330 0.264 -1.307
N -2.266 -2.345 -0.555
O -3.756 -1.381 0.977
O -0.095 -0.170 -1.846
O -0.722 -0.002 0.293
Br -3.322 1.026 0.030
H 0.682 0.412 1.738
H 1.241 0.220 0.054
H 0.745 -1.263 0.995
H -2.713 0.287 -2.262
```

Kohn-Sham gap (spin up / spin down) (eV): 7.10 / 7.10
ΔE to the lowest compared entry with this formula, charge and spin (kcal per mole): 38.0
Molecular weight (g mol⁻¹): 193.98
E (Eh): -3009.18206

The molecule's Mulliken atomic charges, reported in e, are given here:
1. C 0.791
2. C 0.974
3. C -0.772
4. C -0.612
5. N -0.583
6. O -0.511
7. O -0.513
8. O -0.238
9. Br 0.151
10. H 0.235
11. H 0.371
12. H 0.281
13. H 0.425

2.
Below is 4 unconnected molecules or ions with the total composition C4H4Cl12 at a distorted geometry, with properties calculated with ωB97M-V/def2-TZVPD.

Structure (XYZ):
```
20
Properties=species:S:1:pos:R:3
Cl -0.101 2.668 -5.020
C -1.242 3.382 -3.909
Cl -0.998 2.760 -2.254
Cl -2.910 3.084 -4.457
H -1.105 4.453 -3.885
Cl 3.040 -1.113 -0.152
C 3.059 0.550 0.452
Cl 2.559 1.682 -0.820
Cl 4.653 0.960 1.097
H 2.360 0.693 1.264
Cl 0.273 -5.351 1.559
C -0.581 -4.294 2.720
Cl -0.251 -4.882 4.380
Cl -2.292 -4.282 2.422
H -0.124 -3.318 2.643
Cl -2.950 1.043 0.885
C -1.242 0.583 0.692
Cl -0.912 -1.041 1.207
Cl -0.221 1.777 1.541
H -1.014 0.644 -0.364
```

Kohn-Sham gap (eV): 11.53
ΔE to the lowest compared entry with this formula, charge and spin (kcal per mole): 5.0
Molecular weight (g mol⁻¹): 477.51
SMILES: ClC(Cl)Cl.ClC(Cl)Cl.ClC(Cl)Cl.ClC(Cl)Cl
E (Eh): -5677.09317

The molecule's Mulliken atomic charges, reported in e, are given here:
1. Cl -0.112
2. C 0.002
3. Cl -0.060
4. Cl -0.129
5. H 0.303
6. Cl -0.118
7. C 0.225
8. Cl -0.100
9. Cl -0.134
10. H 0.123
11. Cl -0.129
12. C 0.267
13. Cl -0.138
14. Cl -0.104
15. H 0.103
16. Cl -0.127
17. C 0.181
18. Cl -0.059
19. Cl -0.135
20. H 0.143

3.
Below is 2 unconnected molecules or ions with the total composition C4H4Cl2 at a distorted geometry, with properties calculated with ωB97M-V/def2-TZVPD.

Structure (XYZ):
```
10
Properties=species:S:1:pos:R:3
C 0.943 -0.483 -0.533
C -0.894 0.378 0.641
C 0.052 -0.792 0.745
C 0.591 0.521 0.520
Cl 0.168 -2.136 1.744
Cl 2.002 1.926 2.513
H 2.047 -0.805 -0.796
H 0.321 -0.351 -1.393
H -1.770 0.487 0.018
H -1.137 0.633 1.652
```

Kohn-Sham gap (spin up / spin down) (eV): 7.99 / 6.86
ΔE to the lowest compared entry with this formula, charge and spin (kcal per mole): 122.9
Molecular weight (g mol⁻¹): 122.98
E (Eh): -1074.96656

The molecule's Mulliken atomic charges, reported in e, are given here:
1. C -0.378
2. C -0.339
3. C 0.278
4. C -0.153
5. Cl -0.146
6. Cl -0.242
7. H 0.263
8. H 0.210
9. H 0.266
10. H 0.241

4.
Below is a molecular structure, C4H4Cl2O at a distorted geometry, with properties calculated with ωB97M-V/def2-TZVPD.

Structure (XYZ):
```
11
Properties=species:S:1:pos:R:3
C -0.071 -1.310 -0.637
C -0.143 -0.176 0.022
C 1.035 -0.053 1.526
C -0.723 1.088 -0.452
O 1.263 1.000 2.039
Cl 1.723 -1.531 1.942
Cl -1.227 1.066 -2.173
H -0.636 -1.473 -1.589
H 0.517 -2.099 -0.145
H -0.058 1.930 -0.503
H -1.682 1.559 -0.028
```

Kohn-Sham gap (eV): 10.88
ΔE to the lowest compared entry with this formula, charge and spin (kcal per mole): 29.6
Molecular weight (g mol⁻¹): 138.98
E (Eh): -1150.36890

The molecule's Mulliken atomic charges, reported in e, are given here:
1. C -0.728
2. C 0.207
3. C 0.572
4. C -0.299
5. O -0.411
6. Cl -0.145
7. Cl -0.209
8. H 0.278
9. H 0.188
10. H 0.270
11. H 0.279

5.
Below is 2 unconnected molecules or ions with the total composition C4H4Cl2O at a distorted geometry, with properties calculated with ωB97M-V/def2-TZVPD.

Structure (XYZ):
```
11
Properties=species:S:1:pos:R:3
C -0.064 0.543 -0.470
C -0.049 0.803 0.773
C -0.372 0.992 -1.808
C -0.141 -1.083 2.202
O -0.509 -0.350 -1.375
Cl 0.516 2.121 1.615
Cl -1.686 -1.330 2.858
H -1.253 1.545 -1.994
H 0.416 1.144 -2.474
H 0.171 -1.620 1.287
H 0.767 -0.876 2.733
```

Kohn-Sham gap (spin up / spin down) (eV): 8.46 / 8.47
ΔE to the lowest compared entry with this formula, charge and spin (kcal per mole): 117.7
Molecular weight (g mol⁻¹): 138.98
E (Eh): -1150.22839

The molecule's Mulliken atomic charges, reported in e, are given here:
1. C 0.261
2. C -0.061
3. C -0.192
4. C -0.478
5. O -0.407
6. Cl -0.151
7. Cl -0.103
8. H 0.235
9. H 0.226
10. H 0.292
11. H 0.378

6.
Below is C4H4Cl2O in the gas phase at a distorted geometry, with properties calculated with ωB97M-V/def2-TZVPD.

Structure (XYZ):
```
11
Properties=species:S:1:pos:R:3
C -0.975 0.930 -0.176
C -1.450 1.254 1.266
C 0.723 -0.978 0.536
C 0.192 -0.009 -0.503
O -0.689 2.049 0.593
Cl 1.584 0.940 -1.156
Cl -0.437 -1.079 -1.854
H -1.529 1.050 -1.097
H -0.102 -1.684 0.973
H 1.386 -0.702 1.378
H 1.297 -1.771 0.040
```

Multiplicity: 3
Kohn-Sham gap (spin up / spin down) (eV): 8.40 / 8.52
ΔE to the lowest compared entry with this formula, charge and spin (kcal per mole): 47.0
Molecular weight (g mol⁻¹): 138.98
Expectation value of S²: 2.01
E (Eh): -1150.19793

The molecule's Mulliken atomic charges, reported in e, are given here:
1. C 0.094
2. C -0.247
3. C -1.338
4. C 0.673
5. O -0.247
6. Cl -0.158
7. Cl -0.181
8. H 0.337
9. H 0.316
10. H 0.340
11. H 0.413

7.
Below is 2 unconnected molecules or ions with the total composition C4H4ClF at a distorted geometry, with properties calculated with ωB97M-V/def2-TZVPD.

Structure (XYZ):
```
10
Properties=species:S:1:pos:R:3
F -1.464 0.623 1.867
C -1.530 1.023 0.582
C -0.411 0.807 -0.158
Cl -0.913 0.661 -1.733
H -2.506 1.387 0.251
H 0.665 0.435 -0.050
C 1.685 -1.419 0.361
C 1.418 -1.119 -0.754
H 2.134 -1.570 1.284
H 0.921 -0.829 -1.650
```

Kohn-Sham gap (eV): 9.93
ΔE to the lowest compared entry with this formula, charge and spin (kcal per mole): 77.0
Molecular weight (g mol⁻¹): 106.53
SMILES: F/C=C/Cl.C#C
E (Eh): -714.70521

The molecule's Mulliken atomic charges, reported in e, are given here:
1. F -0.231
2. C -0.245
3. C 0.086
4. Cl -0.249
5. H 0.320
6. H 0.298
7. C -0.387
8. C -0.448
9. H 0.407
10. H 0.449

8.
Below is C4H4ClF in the gas phase at a distorted geometry, with properties calculated with ωB97M-V/def2-TZVPD.

Structure (XYZ):
```
10
Properties=species:S:1:pos:R:3
C -1.654 -0.218 0.157
C -0.433 -0.775 -0.022
F -0.370 -2.109 -0.164
C 0.959 -0.113 -0.077
C 1.154 1.204 -0.085
Cl 2.310 -1.169 0.075
H -2.373 -1.055 0.350
H -2.006 0.877 0.056
H 0.242 1.663 -0.246
H 2.171 1.696 -0.043
```

Kohn-Sham gap (eV): 9.64
ΔE to the lowest compared entry with this formula, charge and spin (kcal per mole): 16.5
Molecular weight (g mol⁻¹): 106.53
SMILES: C=C(F)C(=C)Cl
E (Eh): -714.80162

The molecule's Mulliken atomic charges, reported in e, are given here:
1. C -0.747
2. C 0.486
3. F -0.241
4. C 0.346
5. C -0.653
6. Cl -0.181
7. H 0.257
8. H 0.263
9. H 0.200
10. H 0.270